61
Properties=species:S:1:pos:R:3:forces:R:3:nbo_charge:R:1 method="wB97M-V/def2-TZVPD" e_tot_ha=-1756.2876 lumo_ha=0.005 de_lowest_ev=0.000 fmax_ev_per_a=4.865
C -2.273469 3.510239 -0.195908 -1.0 0.0 -0.8 -0.621
C -3.824920 3.607420 -0.284867 1.1 0.5 1.3 0.065
C -4.619253 2.339468 -0.203684 -0.5 -0.2 -0.2 -0.096
O -5.513082 2.581377 0.930110 -0.3 -2.9 -1.5 -0.482
C -5.219515 3.663821 1.587899 -1.1 2.1 2.4 0.976
O -5.880152 4.061915 2.570393 2.8 -1.0 -3.3 -0.595
O -4.133804 4.222580 0.975715 -1.0 1.4 1.3 -0.504
H -1.993374 2.916705 0.674358 -0.2 -0.3 -0.2 0.226
H -1.833189 4.488960 -0.005274 -0.2 0.1 -0.3 0.231
H -1.887446 3.084372 -1.122050 0.3 -0.1 0.1 0.218
H -4.284553 4.175532 -1.093624 0.7 0.6 0.0 0.190
H -3.959324 1.472847 -0.164073 -0.3 -0.3 1.0 0.189
H -5.230261 2.205170 -1.096286 -0.2 0.0 0.2 0.199
C 0.736939 -3.638926 -4.064832 -0.5 0.8 -0.5 -0.633
C 0.766997 -2.357324 -3.280783 -0.9 0.6 1.4 0.058
C 1.828833 -2.318282 -2.210154 0.2 0.2 0.1 -0.090
O 2.286603 -0.949657 -2.265950 1.3 -1.3 1.0 -0.488
C 1.877205 -0.358021 -3.370534 -1.3 1.5 -0.3 0.983
O 2.088248 0.802992 -3.629981 0.1 -1.3 -0.1 -0.600
O 1.026880 -1.158100 -4.035033 0.1 -0.5 -0.9 -0.483
H 0.772724 -4.475221 -3.366663 0.5 -0.1 -0.2 0.222
H 1.546583 -3.559116 -4.790232 0.2 -0.7 0.1 0.229
H -0.196296 -3.759165 -4.615025 0.0 0.2 -0.1 0.230
H -0.130299 -2.176657 -2.688908 -0.7 0.0 -0.7 0.195
H 2.543878 -3.109720 -2.434734 0.9 0.6 0.1 0.185
H 1.447901 -2.477244 -1.201330 -0.1 0.0 -0.1 0.200
C -1.021485 -3.462194 1.319637 0.8 0.1 0.0 -0.635
C -1.891568 -2.282939 1.003874 -1.2 0.1 0.0 0.070
C -1.844138 -1.002780 1.883435 1.0 -0.6 -0.2 -0.099
O -1.309740 -0.024851 0.959314 -0.5 1.0 2.6 -0.476
C -1.084275 -0.511894 -0.212571 -0.2 0.5 -1.7 0.994
O -0.694850 0.193170 -1.121496 -0.5 -1.6 0.1 -0.648
O -1.435780 -1.799296 -0.269351 0.6 0.2 -1.1 -0.495
H -1.044677 -4.134212 0.461762 -0.1 -0.1 0.1 0.222
H -1.210828 -4.034445 2.227798 -0.2 0.4 0.0 0.249
H -0.013628 -3.049862 1.367710 0.3 -0.3 0.2 0.223
H -2.921370 -2.583059 0.810184 -0.1 0.0 0.3 0.193
H -1.116090 -1.103428 2.688363 -0.1 0.0 0.1 0.210
H -2.794510 -0.660479 2.292976 0.0 0.0 -0.3 0.213
C 3.181762 -0.939654 0.973905 -0.1 0.1 1.3 -0.616
C 3.221638 -1.505610 2.405313 1.3 1.6 -0.3 0.069
C 2.957637 -0.584249 3.598144 1.1 0.7 -0.5 -0.101
O 2.146235 -1.369865 4.492493 1.5 2.0 0.5 -0.456
C 1.603069 -2.310845 3.816126 -3.9 -2.8 -0.9 0.976
O 0.622319 -2.951314 4.235970 3.2 1.3 -1.9 -0.605
O 2.157035 -2.369751 2.515666 -2.2 -2.3 1.8 -0.512
H 3.130785 -1.806791 0.315441 -0.1 0.2 -0.1 0.220
H 4.060032 -0.344374 0.724143 -0.1 0.0 0.0 0.232
H 2.284755 -0.322090 0.928173 0.0 0.0 -0.6 0.224
H 4.213413 -1.928832 2.564619 -0.1 -0.9 0.0 0.170
H 2.452875 0.315808 3.247121 -0.4 0.1 0.5 0.195
H 3.897796 -0.340531 4.092928 -0.3 0.2 0.2 0.207
O 3.777460 3.297238 0.052913 0.4 0.1 0.0 -0.943
H 2.918245 2.875372 0.048902 -0.6 -0.2 -0.3 0.490
H 4.182687 3.008657 0.870682 0.2 0.0 0.2 0.451
O 1.350529 1.803805 -0.946865 0.6 0.8 0.5 -1.005
H 1.837819 1.462598 -1.696770 0.3 0.0 -0.4 0.489
H 0.465041 1.457884 -1.058544 -0.4 -0.3 0.1 0.493
O 0.972998 4.968826 -1.763400 0.0 0.3 -0.1 -0.936
H 0.922012 4.028537 -1.935122 0.2 -0.5 0.1 0.481
H 0.082943 5.215487 -1.512020 -0.2 0.1 0.1 0.455